Entry 1:
This record from the Open Molecules 2025 dataset describes a cluster of 2 separate species, C9H9NO2 in total. The level of theory is ωB97M-V with the def2-TZVPD basis set.

Last columns: bonded neighbours and bond lengths (Å).
CARTESIAN COORDINATES (ANGSTROEM)
1 C 3.33112 -0.24088 -0.64830  C2 1.471, H11 1.051, H12 1.044, H13 1.085
2 C 2.04441 -0.66431 -0.07514  C1 1.471, O3 1.203, O4 1.399
3 O 1.99263 -1.13977 1.02923  C2 1.203
4 O 0.95802 -0.36925 -0.90626  C2 1.399, C5 1.372
5 C -0.32911 -0.32234 -0.43398  O4 1.372, C6 1.390, C10 1.396
6 C -0.86869 -1.01154 0.64574  C5 1.390, C7 1.417, H14 1.082
7 C -2.22661 -0.82709 1.00426  C6 1.417, C8 1.372, H15 1.125
8 C -3.01421 -0.11953 0.13158  C7 1.372, C9 1.412, H16 1.050
9 C -2.43882 0.63156 -0.91625  C8 1.412, C10 1.359, H17 1.138
10 C -1.14101 0.44273 -1.27342  C5 1.396, C9 1.359, H18 1.120
11 H 3.57785 0.77380 -0.52684  C1 1.051
12 H 3.59385 -0.51285 -1.62120  C1 1.044
13 H 4.08411 -0.68071 -0.00231  C1 1.085
14 H -0.24720 -1.67564 1.23145  C6 1.082
15 H -2.78439 -1.55053 1.66160  C7 1.125
16 H -4.00437 0.12963 0.37555  C8 1.050
17 H -3.19584 1.33098 -1.39782  C9 1.138
18 H -0.88950 0.85852 -2.28204  C10 1.120
19 C 0.45392 1.62411 1.29368  N20 1.133, H21 1.069
20 N 1.13005 2.25861 0.64307  C19 1.133
21 H -0.02623 1.06450 2.06742  C19 1.069

Output
- relative energy (zero: lowest compared OMol25 entry of this formula, charge and spin) (kJ/mol) = 222.1
- Kohn-Sham gap (Eh) = 0.3699
- SMILES string = CC(=O)Oc1ccccc1.C#N
- total energy (hartree) = -553.53136

Let us look at the Mulliken charges, expressed in e, one per atom: -1.29, 0.87, -0.54, -0.34, 0.40, -0.40, -0.51, -0.47, -0.31, -0.18, 0.32, 0.36, 0.38, 0.38, 0.31, 0.39, 0.27, 0.33, 0.16, -0.44, 0.31

---

Entry 2:
This record from the Open Molecules 2025 dataset describes a cluster of 11 separate species, C5H34N2O11 in total. The level of theory is ωB97M-V with the def2-TZVPD basis set.

Last columns: bonded neighbours and bond lengths (Å).
CARTESIAN COORDINATES (ANGSTROEM)
1 C -0.92259 -0.22509 -2.61627  C2 1.523, H9 1.097, H10 1.082, H11 1.100
2 C 0.54969 -0.40136 -2.26943  C1 1.523, N3 1.497, H12 1.106, H13 1.078
3 N 0.94964 0.34999 -1.03856  C2 1.497, C4 1.481, H14 1.019
4 C 1.00140 -0.46321 0.19867  N3 1.481, C5 1.525, H15 1.095, H16 1.095
5 C 1.57224 0.36250 1.34610  C4 1.525, N6 1.503, C7 1.545, H17 1.089
6 N 0.64978 1.51316 1.63598  C5 1.503, H18 1.020, H19 1.014
7 C 1.64142 -0.56058 2.58348  C5 1.545, O8 1.411, H20 1.104, H21 1.091
8 O 3.00532 -0.64910 2.93576  C7 1.411, H22 0.964
9 H -1.51455 -0.80229 -1.89560  C1 1.097
10 H -1.31572 0.78169 -2.65575  C1 1.082
11 H -1.05699 -0.82549 -3.52754  C1 1.100
12 H 1.05347 0.14310 -3.08916  C2 1.106
13 H 0.91227 -1.41554 -2.23014  C2 1.078
14 H 0.13356 0.95269 -0.94217  N3 1.019
15 H 1.68764 -1.28976 -0.01088  C4 1.095
16 H 0.01957 -0.86510 0.47084  C4 1.095
17 H 2.55516 0.78471 1.14372  C5 1.089
18 H 0.76664 2.06333 0.78534  N6 1.020
19 H 1.06327 2.05886 2.38353  N6 1.014
20 H 0.94910 -0.11240 3.31779  C7 1.104
21 H 1.27531 -1.57532 2.42243  C7 1.091
22 H 3.20301 -1.43135 3.46257  O8 0.964
23 O -1.67479 -2.97623 -0.77905  H24 0.977, H25 0.959
24 H -2.17852 -2.88368 0.05294  O23 0.977
25 H -2.25552 -2.76110 -1.51188  O23 0.959
26 O 1.99725 -3.44837 1.29380  H27 0.969, H28 0.959
27 H 1.92873 -4.27367 0.79139  O26 0.969
28 H 1.47140 -3.56784 2.08634  O26 0.959
29 O 3.59338 0.91033 -1.29405  H30 0.961, H31 0.988
30 H 3.88798 1.09077 -2.19067  O29 0.961
31 H 2.69001 0.51933 -1.21433  O29 0.988
32 O -3.23736 -2.18718 1.28148  H33 0.960, H34 0.981
33 H -3.43421 -2.27854 2.21688  O32 0.960
34 H -2.62106 -1.42541 1.24060  O32 0.981
35 O -0.93864 4.37124 -1.22954  H36 0.981, H37 0.973
36 H -0.00890 4.39980 -0.91734  O35 0.981
37 H -0.90548 4.58008 -2.17908  O35 0.973
38 O 1.85269 4.13239 -0.91205  H39 0.971, H40 0.968
39 H 2.38014 3.32248 -0.82416  O38 0.971
40 H 2.35229 4.95706 -0.82270  O38 0.968
41 O -2.07689 0.29457 1.41159  H42 0.985, H43 0.970
42 H -2.18064 1.27363 1.41368  O41 0.985
43 H -1.11214 0.21987 1.47444  O41 0.970
44 O 0.56363 -4.63527 -0.41197  H45 0.957, H46 0.979
45 H 0.19627 -5.26089 -1.03624  O44 0.957
46 H -0.04697 -3.87854 -0.30175  O44 0.979
47 O -3.71266 0.17264 -1.17028  H48 0.970, H49 0.960
48 H -3.39359 0.29050 -0.26206  O47 0.970
49 H -4.53323 0.66778 -1.22030  O47 0.960
50 O -2.53002 3.08651 0.95540  H51 0.963, H52 0.961
51 H -2.23961 3.29934 0.06269  O50 0.963
52 H -2.01220 3.59496 1.58551  O50 0.961

Output
- relative energy (zero: lowest compared OMol25 entry of this formula, charge and spin) (kJ/mol) = 198.9
- Kohn-Sham gap (Eh) = 0.3523
- SMILES string = CCNC[C@@H](N)CO.O.O.O.O.O.O.O.O.O.O
- total energy (hartree) = -1148.03438

Let us look at the Mulliken charges, expressed in e, one per atom: -1.04, -0.50, -0.16, -0.97, 0.50, -0.63, -0.58, -0.56, 0.08, 0.33, 0.42, 0.29, 0.38, 0.12, 0.63, 0.06, 0.71, 0.03, 0.30, 0.30, -0.02, 0.35, -0.71, 0.37, 0.27, -0.60, 0.31, 0.29, -0.73, 0.28, 0.45, -0.70, 0.29, 0.41, -0.63, 0.38, 0.29, -0.67, 0.34, 0.28, -0.80, 0.30, 0.43, -0.68, 0.27, 0.45, -0.56, 0.36, 0.27, -0.66, 0.33, 0.29

---

Entry 3:
This record from the Open Molecules 2025 dataset describes an isolated molecule of C5H7NO. The level of theory is ωB97M-V with the def2-TZVPD basis set.

Last columns: bonded neighbours and bond lengths (Å).
CARTESIAN COORDINATES (ANGSTROEM)
1 C 0.58470 -1.54137 -0.46555  C2 1.507, H8 1.094, H9 1.094, H10 1.094
2 C -0.06862 -0.24619 -0.05766  C1 1.507, C3 1.516, C4 1.364
3 C -0.20641 -0.06683 1.44136  C2 1.516, H11 1.093, H12 1.093, H13 1.094
4 C -0.86973 0.41896 -0.93872  C2 1.364, O5 1.352, H14 1.085
5 O -1.10423 1.73122 -0.71424  C4 1.352, C6 1.388
6 C 0.16748 2.25401 -0.52200  O5 1.388, N7 1.165
7 N 1.02811 3.03699 -0.57750  C6 1.165
8 H 1.60362 -1.57592 -0.06793  C1 1.094
9 H 0.03828 -2.40452 -0.07277  C1 1.094
10 H 0.64172 -1.64946 -1.55239  C1 1.094
11 H -0.80245 0.80713 1.71506  C3 1.093
12 H 0.78657 0.05228 1.88324  C3 1.093
13 H -0.69416 -0.94007 1.88538  C3 1.094
14 H -1.10487 0.12376 -1.95626  C4 1.085

Output
- relative energy (zero: lowest compared OMol25 entry of this formula, charge and spin) (kJ/mol) = 294.4
- Kohn-Sham gap (Eh) = 0.3554
- SMILES string = CC(C)=COC#N
- total energy (hartree) = -324.61235

Let us look at the Mulliken charges, expressed in e, one per atom: -1.34, 0.82, -1.16, -0.49, -0.30, 0.48, -0.42, 0.34, 0.31, 0.35, 0.34, 0.33, 0.36, 0.38

---

Entry 4:
This record from the Open Molecules 2025 dataset describes a cluster of 2 separate species, C10H18O4 in total. The level of theory is ωB97M-V with the def2-TZVPD basis set.

Last columns: bonded neighbours and bond lengths (Å).
CARTESIAN COORDINATES (ANGSTROEM)
1 C 3.34327 -1.12106 1.28526  C2 1.516, H15 1.098, H16 1.094, H17 1.105
2 C 3.29108 -0.32067 -0.00146  C1 1.516, C3 1.505, C4 1.516, C5 1.689
3 C 4.27676 0.81645 -0.00203  C2 1.505, H18 1.097, H19 1.097, H20 1.089
4 C 3.33990 -1.11932 -1.28956  C2 1.516, H21 1.105, H22 1.094, H23 1.098
5 C 1.71651 0.29048 0.00310  C2 1.689, O6 1.248, O14 1.213
6 O 0.96366 -0.70537 0.01701  C5 1.248
7 O -0.96738 0.69828 -0.00146  C8 1.230
8 C -1.71459 -0.27838 0.00159  O7 1.230, C9 1.686, O13 1.233
9 C -3.29062 0.32063 0.00114  C8 1.686, C10 1.516, C11 1.505, C12 1.516
10 C -3.34215 1.11952 1.28850  C9 1.516, H24 1.098, H25 1.095, H26 1.105
11 C -4.27703 -0.81581 -0.00027  C9 1.505, H27 1.097, H28 1.097, H29 1.089
12 C -3.33916 1.12027 -1.28583  C9 1.516, H30 1.105, H31 1.095, H32 1.098
13 O -1.69895 -1.51110 0.00375  C8 1.233
14 O 1.69843 1.50331 -0.00667  C5 1.213
15 H 2.49450 -1.81649 1.23757  C1 1.098
16 H 4.28159 -1.66663 1.42271  C1 1.094
17 H 3.18276 -0.47005 2.16353  C1 1.105
18 H 4.18045 1.46526 -0.88119  C3 1.097
19 H 4.18092 1.46468 0.87757  C3 1.097
20 H 5.29905 0.44070 -0.00229  C3 1.089
21 H 3.18055 -0.46827 -2.16798  C4 1.105
22 H 4.27721 -1.66670 -1.42726  C4 1.094
23 H 2.49064 -1.81407 -1.24215  C4 1.098
24 H -2.49357 1.81492 1.24263  C10 1.098
25 H -4.28092 1.66676 1.42523  C10 1.095
26 H -3.18423 0.46877 2.16719  C10 1.105
27 H -4.18031 -1.46420 -0.87971  C11 1.097
28 H -4.18232 -1.46473 0.87899  C11 1.097
29 H -5.29948 -0.43968 -0.00138  C11 1.089
30 H -3.17916 0.46954 -2.16415  C12 1.105
31 H -4.27726 1.66799 -1.42487  C12 1.095
32 H -2.49012 1.81498 -1.23751  C12 1.098

Output
- relative energy (zero: lowest compared OMol25 entry of this formula, charge and spin) (kJ/mol) = 395.9
- Kohn-Sham gap (alpha / beta) (Eh) = 0.2648 / 0.2669
- total energy (hartree) = -692.67218

Let us look at the Mulliken charges, expressed in e, one per atom: -1.52, 1.77, -1.65, -1.52, 0.57, -0.50, -0.50, 0.58, 1.77, -1.52, -1.66, -1.52, -0.51, -0.50, 0.36, 0.41, 0.35, 0.35, 0.35, 0.41, 0.35, 0.41, 0.36, 0.36, 0.41, 0.35, 0.35, 0.35, 0.41, 0.35, 0.41, 0.36